Below is C16H24O2 in the gas phase, with properties calculated with the ωB97M-V functional and the def2-TZVPD basis.

Structure (XYZ):
```
42
Properties=species:S:1:pos:R:3:forces:R:3:lowdin_charge:R:1
C 2.7447 2.7180 2.0975 1.93 -0.39 -0.73 -0.0887
C 2.7745 1.6903 0.9823 -2.06 -0.40 -0.23 -0.1832
C 1.5659 0.7802 1.1854 -0.05 -0.15 -1.55 -0.0933
C 0.6871 0.4151 0.2044 -0.77 1.05 0.59 -0.0807
C 0.7432 0.8080 -1.2470 0.15 -1.34 1.23 -0.1298
C -0.4487 1.4458 -1.8420 -1.50 -0.90 -1.91 -0.1384
C -1.8023 0.7488 -1.6312 1.17 -2.14 0.45 -0.3832
C -1.8192 -0.5944 -2.4783 0.33 2.20 -0.93 0.0086
C -3.0043 1.6202 -1.8649 0.33 -0.03 -0.56 -0.3108
O -3.4800 1.8544 -3.2004 -1.20 -0.21 0.38 -0.0270
C -4.1017 1.1273 -0.8191 0.34 1.15 0.01 -0.0883
C -3.3839 0.1326 0.1596 -0.46 -2.00 -0.61 -0.1403
C -1.8891 0.4996 -0.0674 0.41 -0.12 -0.52 -0.1902
C -0.6177 -0.2404 0.5562 -1.78 -0.01 0.21 -0.2205
C -0.8245 -0.2322 2.0495 -1.24 -3.40 1.01 -0.1817
C 0.3614 -0.9025 2.7965 -1.06 3.43 -0.41 -0.0740
C 1.5408 0.0444 2.4744 -0.32 -3.06 -0.39 -0.3565
O 2.5474 -0.1479 3.1028 1.29 0.90 0.79 0.0910
H 1.9141 3.3394 2.0179 -1.46 1.25 -0.04 0.0536
H 3.6584 3.2655 1.8519 -0.10 0.59 0.91 0.0821
H 2.7799 2.2437 3.0791 0.22 0.18 -0.20 0.0771
H 3.6855 1.1719 1.1411 0.84 -0.89 -0.30 0.1008
H 2.7389 2.1308 -0.0453 0.24 -0.17 1.04 0.1163
H 0.9350 -0.0833 -1.8227 0.47 -0.52 -0.19 0.1278
H 1.5234 1.4805 -1.3681 1.75 0.96 -0.57 0.0814
H -0.2395 1.4672 -2.9276 -0.17 0.40 0.25 0.1368
H -0.5572 2.4259 -1.4964 -0.05 1.78 0.54 0.1067
H -1.7029 -0.4272 -3.5816 -0.02 0.57 0.77 0.0943
H -0.9620 -1.1735 -2.2653 0.74 -0.97 0.64 0.0554
H -2.7126 -1.1537 -2.4619 -1.07 -0.75 0.72 0.0652
H -2.5430 2.5710 -1.6175 -0.89 0.65 0.79 0.1321
H -2.9875 1.5945 -3.9839 0.61 -0.40 0.70 0.0846
H -5.0087 0.6788 -1.2205 0.29 -0.05 -0.57 0.1039
H -4.4653 2.0760 -0.3597 0.28 -0.82 0.25 0.1159
H -3.6730 0.2362 1.2141 -0.01 0.21 -0.34 0.0983
H -3.7218 -0.9819 -0.1145 1.09 2.25 0.37 0.1475
H -1.8599 1.4424 0.5065 0.25 0.41 -0.81 0.1525
H -0.6716 -1.2925 0.2396 0.31 0.08 -0.13 0.1589
H -1.1567 0.6953 2.5298 0.43 0.11 -0.42 0.1329
H -1.6459 -0.9773 2.2178 0.04 0.89 -0.02 0.1241
H 0.5133 -1.9418 2.5507 0.32 -0.14 -0.37 0.1215
H 0.1275 -0.8143 3.8579 0.40 -0.21 0.11 0.1173
```
Forces are in eV/Å.

The charge is 0. The frontier orbital gap is 9.637 eV. The lowest unoccupied orbital energy is 0.6 eV. As for the HOMO energy: -9.07 eV. As for the SMILES: CCC1=C2CC[C@]3(C)[C@@H](O)CC[C@H]3[C@@H]2CCC1=O. As for the energy above the lowest of the compared OMol25 structures with the same formula, charge and spin: 182.5 kJ/mol.

Below is a molecular structure, C16H25CaN3O3Se, with properties calculated with the ωB97M-V functional and the def2-TZVPD basis.

Structure (XYZ):
```
49
Properties=species:S:1:pos:R:3:forces:R:3:lowdin_charge:R:1
Ca 7.7480 8.1650 6.8192 1.17 -1.44 -0.56 1.5285
C 5.2586 5.5528 5.8800 1.24 -0.53 0.20 -0.0166
O 5.8280 6.9019 5.9436 -0.91 -0.04 -0.16 -0.3098
C 5.1232 7.7650 5.0336 -0.02 0.40 -0.39 -0.1904
C 5.0165 9.1278 5.6153 -0.63 0.34 0.84 -0.1612
O 6.3330 9.5362 6.0560 -1.10 1.07 -0.89 -0.4188
C 6.2626 10.9246 6.3675 -0.69 1.08 0.34 -0.0523
H 6.0707 4.8771 5.4796 -1.18 0.57 0.23 0.1184
H 4.3656 5.6002 5.2426 0.47 -0.49 0.28 0.0971
H 5.0004 5.2384 6.9041 0.01 0.15 -0.46 0.0981
H 4.1019 7.4424 4.7954 0.29 -0.22 0.25 0.1458
H 5.6736 7.8153 4.1073 0.24 -0.12 -0.50 0.1423
H 4.3621 9.1139 6.5235 0.39 0.09 -0.66 0.1605
H 4.6194 9.8802 4.9010 0.25 -0.60 0.27 0.1626
H 6.2828 11.5662 5.4616 0.00 -0.55 0.45 0.1264
H 7.0782 11.2124 7.0323 0.06 -0.11 -0.06 0.0949
H 5.2981 11.0509 6.9008 0.65 0.43 -0.18 0.1165
O 9.8304 8.1606 5.9879 1.90 -0.20 -0.54 -0.1780
C 11.0460 8.2022 5.5987 -1.10 -0.74 0.54 -0.3642
C 11.9975 9.2248 6.1784 -0.09 0.99 -0.78 -0.0965
C 13.2867 8.5580 6.7248 0.22 -0.39 0.72 -0.1579
C 13.2009 7.0955 7.2741 0.27 0.72 -0.19 -0.1908
C 13.0122 5.9122 6.3456 -0.48 -1.36 -0.47 -0.1752
C 11.7696 5.9111 5.4301 -0.21 -0.51 0.71 -0.1738
N 11.5784 7.1983 4.7956 -0.95 2.24 0.26 0.0716
H 11.4598 9.8407 6.9264 0.21 -0.60 -0.24 0.1209
H 12.2857 9.9827 5.3994 -0.23 -0.74 0.42 0.1481
H 13.5997 9.1515 7.6075 -0.03 -0.12 -0.66 0.1242
H 14.0971 8.6154 5.9881 -0.22 0.04 0.10 0.1191
H 12.5096 7.0722 8.1149 -0.39 -0.08 -0.04 0.1142
H 14.1611 6.8713 7.7246 0.28 0.34 0.28 0.1146
H 12.9021 5.0309 7.0151 0.17 0.31 -0.48 0.1265
H 13.9139 5.6857 5.7293 -0.51 0.49 0.39 0.1318
H 10.8444 5.7349 5.9832 0.13 -0.09 0.24 0.1131
H 11.7991 5.1256 4.6874 0.23 -0.10 -0.24 0.1217
H 12.3738 7.5544 4.2909 0.53 -0.16 0.08 0.1456
Se 8.5039 9.4113 10.1033 -1.21 -3.01 0.41 1.0821
N 8.1250 7.8130 9.0183 -0.18 -0.27 3.19 -0.4019
C 7.6959 6.8492 9.8775 0.46 2.11 0.82 -0.3115
C 7.4580 5.4639 9.6026 -0.74 0.31 1.18 -0.0325
C 7.0601 4.6725 10.6515 0.25 0.52 -0.07 -0.0126
C 6.8232 5.1466 12.0037 0.37 0.52 -0.50 -0.0229
C 7.0039 6.4462 12.3591 0.22 -1.07 -1.03 0.0110
C 7.5141 7.3138 11.3406 0.90 1.24 -1.66 -0.3295
N 7.8928 8.5490 11.6147 0.05 -0.15 -1.57 -0.1985
H 7.4977 5.0721 8.6139 0.33 -0.27 -0.60 0.0965
H 6.9225 3.6088 10.5011 -0.07 0.05 -0.19 0.1223
H 6.5351 4.4000 12.7115 -0.27 -0.17 0.43 0.1149
H 6.8429 6.8355 13.3388 -0.05 0.12 0.50 0.1256
```
Forces are in eV/Å.

The charge is +2. The frontier orbital gap is 7.799 eV. The lowest unoccupied orbital energy is -7.0 eV. As for the HOMO energy: -14.83 eV. As for the energy above the lowest of the compared OMol25 structures with the same formula, charge and spin: 21.0 kJ/mol.

Below is a molecular structure, C16H25IMoNO5P2S, with properties calculated with the ωB97M-V functional and the def2-TZVPD basis.

Structure (XYZ):
```
52
Properties=species:S:1:pos:R:3:forces:R:3:lowdin_charge:R:1
C -2.7620 3.0672 -1.7833 0.12 0.18 0.17 -0.0229
C -2.4810 1.6015 -1.7288 -0.47 -3.70 -1.25 -0.3725
H -3.5539 3.1852 -2.5197 -0.12 0.19 -0.11 0.1195
H -1.8686 3.6284 -2.1089 -0.38 -0.20 0.23 0.0836
H -3.1133 3.4445 -0.8071 0.25 -0.12 -0.39 0.0841
O -3.0052 0.6864 -2.3594 1.34 3.18 1.82 0.0451
I 1.0185 0.2922 1.7839 0.39 -0.04 -0.61 1.1017
Mo -0.6771 0.9733 -0.2358 -0.83 -2.35 0.65 0.8420
P -2.4999 0.7778 1.4871 -1.07 0.18 0.76 0.7137
C -3.1164 -0.9216 1.6710 0.30 -0.06 -0.27 -0.2142
C -1.7605 1.1746 3.1148 -0.11 0.07 -0.18 -0.3259
H -2.5674 1.3996 3.8126 0.09 -0.02 0.13 0.0745
H -4.6079 1.6286 2.2293 -0.03 0.13 -0.17 0.0798
H -1.1032 2.0401 3.0069 -0.18 0.06 0.24 0.0247
H -3.6627 2.8683 1.3298 -0.22 -0.06 0.13 0.0572
H -2.2808 -1.6198 1.8227 -0.44 0.34 0.15 0.0206
H -1.1708 0.3169 3.4591 -0.37 0.20 0.10 -0.0040
C -3.9756 1.8210 1.3572 0.30 -0.07 -0.07 -0.2227
H -3.8084 -0.9527 2.5201 0.09 -0.04 -0.16 0.0888
H -4.5037 1.5686 0.4349 -0.11 0.06 0.13 0.0644
H -3.6281 -1.2136 0.7504 -0.18 -0.02 0.16 0.0680
P 0.8360 1.1996 -1.9614 1.72 2.33 -4.47 0.6727
C 1.1622 -0.2487 -3.0158 -0.08 -0.67 0.30 -0.1639
C 0.4525 2.4652 -3.2596 -0.31 -0.21 0.36 -0.1997
H 2.1944 2.5975 -0.4485 -0.02 0.34 -0.38 0.0580
H 3.0092 2.2476 -2.0564 -0.12 0.46 0.02 0.0888
H 2.9215 1.0548 -0.8082 0.00 0.59 0.06 0.0035
C 2.3754 1.8811 -1.2513 0.10 -0.74 0.24 -0.1991
H 0.2961 3.4481 -2.7999 0.15 -0.14 -0.14 0.0559
H 1.3069 2.5067 -3.9485 -0.21 0.01 0.13 0.0792
H 2.0429 -0.0920 -3.6651 -0.82 -0.05 -0.13 0.1091
H 0.2099 -0.6161 -3.4337 0.35 0.75 -0.70 0.0937
H -0.4550 2.1717 -3.8010 0.24 0.07 -0.01 0.0629
H 1.3807 -1.1079 -2.3826 0.24 -0.05 -0.41 0.0177
C -1.4153 -0.8641 -0.9467 -3.00 -5.72 -3.32 -0.1864
O -1.7378 -1.9163 -1.4164 1.96 6.75 3.01 0.1609
O 3.3353 -0.8431 -1.4591 -3.82 -1.15 5.57 0.1621
C 2.6311 -1.0859 -0.4708 4.05 0.97 -6.39 -0.2471
N 0.8730 -0.3947 -0.6056 1.09 -1.54 4.71 -0.4828
S 0.3879 -2.8471 0.2018 -0.53 -3.35 -0.90 0.9516
O -0.6754 -2.8682 1.2419 2.31 0.15 -3.27 -0.2616
O 0.5495 -3.6718 -1.0484 -1.35 2.96 3.53 -0.1777
C 1.9296 -2.8980 1.0074 0.75 1.57 0.58 -0.3293
C 2.0910 -3.6711 2.1288 -0.64 -0.10 -0.53 0.0046
C 3.2982 -3.5504 2.7885 0.45 -0.23 0.56 0.0404
C 4.3012 -2.6718 2.3767 0.29 -0.32 0.47 0.0319
C 4.1451 -1.8671 1.2781 -0.80 0.49 -0.89 0.0425
C 2.9095 -1.9618 0.6533 -1.16 -0.05 -0.96 -0.2905
H 1.2548 -4.2982 2.3985 0.32 -0.37 0.54 0.1456
H 3.4435 -4.1633 3.6648 0.18 -0.02 0.14 0.1466
H 5.2237 -2.5690 2.9161 0.21 -0.30 0.38 0.1434
H 4.8506 -1.1321 0.8861 0.08 -0.36 0.44 0.1616
```
Forces are in eV/Å.

Its expectation value of S² is 2.19. The charge is +3. The frontier orbital gap (alpha / beta) is 4.856 / 4.908 eV. The spin multiplicity is 3. The lowest unoccupied orbital energy (alpha / beta) is -13.0 / -12.8 eV. As for the HOMO energy (alpha / beta): -17.85 / -17.73 eV. As for the energy above the lowest of the compared OMol25 structures with the same formula, charge and spin: 819.4 kJ/mol.

Below is C16H25N3OS in the gas phase, with properties calculated with the ωB97M-V functional and the def2-TZVPD basis.

Structure (XYZ):
```
46
Properties=species:S:1:pos:R:3:forces:R:3:lowdin_charge:R:1
C 0.1013 4.5657 0.4253 -0.27 0.02 0.03 0.0036
C -0.5155 3.2665 -0.0471 0.19 0.33 0.07 -0.5345
O -1.7034 3.0420 -0.0397 -0.21 0.05 -0.02 0.0711
N 0.4235 2.3652 -0.4609 0.40 0.01 -0.08 0.0554
C 0.1760 1.1136 -1.0272 0.06 -0.45 -0.61 -0.4863
S 1.0372 0.7404 -2.5055 -0.54 -0.24 0.40 1.0899
C 0.2404 -0.7962 -2.6035 0.17 0.41 0.08 -0.4886
C -0.6280 -0.9814 -1.5761 0.21 -0.02 -0.27 -0.2216
C -0.6586 0.1058 -0.6430 0.21 0.40 0.15 -0.1678
C -1.4588 0.0881 0.6361 -0.14 0.15 0.06 -0.1187
N -0.7190 -0.2568 1.8389 0.02 -0.13 0.12 -0.1482
C -0.0986 -1.5648 1.8014 -0.02 -0.14 0.26 -0.1779
C 0.4266 -1.9172 3.1898 0.02 -0.10 -0.28 -0.1933
N 1.3952 -0.9272 3.6204 -0.07 0.01 0.02 -0.2311
C 1.9816 -1.2702 4.8965 0.00 0.01 -0.07 -0.1076
C 0.7620 0.3775 3.6499 0.06 0.17 -0.24 -0.1917
C 0.2535 0.7296 2.2556 0.06 0.05 0.28 -0.1794
C -1.4523 -2.2307 -1.4846 -0.11 -0.03 -0.10 -0.1436
C -1.4839 -2.9594 -2.8274 0.13 -0.15 0.19 -0.1912
C -0.0699 -3.1163 -3.3785 -0.12 0.13 -0.18 -0.1953
C 0.5049 -1.7427 -3.7237 0.07 -0.17 -0.10 -0.2061
H -0.6846 5.2210 0.7889 0.00 -0.02 -0.01 0.0846
H 0.6203 5.0540 -0.3971 0.08 0.06 -0.04 0.0835
H 0.8124 4.3751 1.2264 0.09 0.01 0.05 0.0815
H 1.3727 2.6985 -0.5575 -0.16 0.03 0.18 0.1358
H -1.9092 1.0700 0.7953 -0.03 -0.19 -0.05 0.1075
H -2.2639 -0.6441 0.5396 -0.03 0.07 -0.02 0.1183
H -0.8517 -2.2993 1.5082 0.02 -0.02 -0.04 0.1166
H 0.7388 -1.6032 1.0826 -0.05 -0.05 -0.01 0.1331
H 0.9164 -2.8938 3.1581 -0.04 0.00 0.02 0.1197
H -0.4265 -1.9738 3.8900 0.04 -0.03 -0.01 0.1266
H 1.2375 -1.3249 5.7075 -0.02 0.00 0.02 0.0867
H 2.4756 -2.2373 4.8128 0.04 -0.04 0.07 0.0817
H 2.7264 -0.5200 5.1591 0.05 0.00 0.08 0.0814
H 1.5012 1.1172 3.9684 -0.03 0.00 0.02 0.1190
H -0.0856 0.3990 4.3579 0.04 0.02 0.00 0.1272
H -0.2298 1.7086 2.2777 0.02 0.02 -0.01 0.1207
H 1.1189 0.7691 1.5711 -0.06 0.05 0.05 0.1227
H -1.0263 -2.8921 -0.7240 -0.10 -0.03 0.05 0.1113
H -2.4694 -1.9811 -1.1748 0.01 -0.06 0.07 0.1168
H -2.0842 -2.3875 -3.5380 -0.07 0.00 -0.04 0.1209
H -1.9510 -3.9378 -2.7011 -0.05 0.03 -0.04 0.1100
H 0.5583 -3.5968 -2.6256 0.05 -0.06 0.01 0.1190
H -0.0744 -3.7471 -4.2688 0.05 -0.04 0.03 0.1094
H 0.0350 -1.3634 -4.6378 0.05 -0.05 -0.02 0.1180
H 1.5787 -1.8093 -3.9158 -0.03 -0.01 -0.05 0.1107
```
Forces are in eV/Å.

The charge is 0. The frontier orbital gap is 8.544 eV. The lowest unoccupied orbital energy is 0.5 eV. As for the HOMO energy: -8.01 eV. As for the SMILES: CC(=O)Nc1sc2c(c1CN1CCN(C)CC1)CCCC2. As for the energy above the lowest of the compared OMol25 structures with the same formula, charge and spin: 0.0 kJ/mol.

Below is 2 unconnected molecules or ions with the total composition C16H25N4O3, with properties calculated with the ωB97M-V functional and the def2-TZVPD basis.

Structure (XYZ):
```
48
Properties=species:S:1:pos:R:3:forces:R:3:lowdin_charge:R:1
C 0.3113 -2.7156 1.8962 -0.27 1.91 -0.70 0.0155
C -0.0956 -2.4725 0.3820 0.30 -1.22 1.01 -0.4991
O -0.4618 -3.4191 -0.2475 -0.15 0.93 -0.28 0.1429
O -0.0435 -1.1757 -0.1410 0.79 -0.89 1.01 -0.0628
C 1.3199 -0.6855 -0.1830 0.46 0.36 -1.04 -0.1223
C 1.4150 0.8631 0.2156 0.46 -0.80 -1.40 -0.0934
N 0.0694 1.4847 0.3290 1.58 -0.09 3.05 -0.0080
C 0.0736 2.8475 -0.2941 -1.68 0.39 -1.49 -0.1213
C -1.4042 3.3762 -0.2656 0.44 0.20 0.57 -0.1265
C -1.8207 3.4051 1.2556 0.92 1.27 -0.64 -0.1505
N -1.7594 2.0494 1.8595 0.73 0.00 -0.78 -0.0176
C -2.7574 1.1294 1.3208 -1.69 -2.89 -0.81 -0.1824
C -2.5548 -0.3195 1.4753 -1.47 -0.01 -0.86 -0.0206
C -3.4995 -1.3059 0.9335 -0.04 2.80 -0.16 -0.0448
C -4.6798 -0.8262 0.2223 1.35 0.65 0.87 -0.0640
C -4.9184 0.6070 0.0730 1.76 -1.60 1.00 -0.0486
C -3.9589 1.5561 0.6146 0.11 -0.87 0.14 -0.0272
C -0.4293 1.4857 1.6320 -1.09 0.98 -2.09 -0.2602
N 0.1983 1.0641 2.7048 -0.15 -0.14 0.45 0.2788
H -0.6443 -2.8461 2.4663 0.90 -0.25 -0.50 0.0934
H 1.0153 -3.5738 2.0045 -0.75 0.76 -0.10 0.1023
H 0.7510 -1.7414 2.2570 -0.11 -1.21 0.02 0.0524
H 2.0310 -1.3257 0.4011 -0.71 0.62 -0.21 0.1305
H 1.6373 -0.7834 -1.2607 -0.15 0.17 1.15 0.1187
H 1.9063 1.3494 -0.6729 -0.42 -0.44 1.04 0.1359
H 2.0989 1.0518 1.0835 -0.77 -0.10 -0.50 0.1302
H 0.3682 2.7185 -1.3674 -0.12 -0.04 1.03 0.1417
H 0.8167 3.5331 0.1890 -0.67 -0.61 -0.14 0.1437
H -2.0564 2.7053 -0.8853 0.63 0.62 0.65 0.1226
H -1.4396 4.4106 -0.6883 0.02 -0.83 0.35 0.1293
H -1.0231 4.0245 1.7659 -0.89 -0.60 -0.31 0.1360
H -2.7791 3.9488 1.4467 0.70 -0.95 -0.05 0.1308
H -1.6582 -0.7545 1.9812 -0.90 0.76 -0.39 0.0778
H -3.2702 -2.3933 1.0615 -0.38 1.18 -0.19 0.1107
H -5.3721 -1.6035 -0.1843 0.56 1.06 0.32 0.1085
H -5.8352 0.9070 -0.4785 0.94 0.09 0.60 0.1095
H -4.1702 2.6424 0.4799 0.21 -1.10 0.12 0.1051
H 0.9654 0.3969 2.7345 0.00 0.60 -0.32 0.1254
H -0.1167 1.4568 3.5985 -0.36 -0.74 -0.49 0.1682
O 3.5709 -0.9844 -2.7628 0.00 0.01 0.07 0.0115
C 4.2412 -1.9676 -3.0395 -0.09 -0.05 0.09 -0.5895
N 4.0965 -3.1327 -2.3565 -0.05 0.04 0.13 0.1604
C 5.2659 -1.9723 -4.1412 0.09 -0.21 -0.01 -0.0021
H 4.6272 -3.9625 -2.5531 -0.01 0.10 -0.06 0.1030
H 3.4163 -3.1570 -1.6149 0.03 -0.08 -0.09 0.0987
H 6.0206 -1.2154 -3.9277 -0.10 0.04 -0.08 0.0906
H 4.7735 -1.7395 -5.0852 0.05 0.10 0.07 0.0919
H 5.7591 -2.9403 -4.2344 0.00 0.06 -0.03 0.0749
```
Forces are in eV/Å.

The charge is +1. The frontier orbital gap is 7.729 eV. The lowest unoccupied orbital energy is -3.8 eV. As for the HOMO energy: -11.50 eV.